(1)
The molecule C5H8O2. Source: the OMol25 dataset; level of theory: the ωB97M-V functional and the def2-TZVPD basis.

Cartesian coordinates (Å):
C (-1.801, -0.985, -0.422)
C (-0.485, -0.148, -0.161)
C (-0.719, 0.962, 0.768)
C (0.690, -0.570, -0.724)
C (2.018, -0.109, -0.238)
O (3.014, -0.787, -0.409)
O (2.124, 1.234, 0.158)
H (-2.575, -0.524, 0.262)
H (-1.768, -1.934, 0.035)
H (-2.251, -0.949, -1.370)
H (-1.076, 1.853, 0.285)
H (0.285, 1.276, 0.976)
H (-1.299, 0.870, 1.670)
H (0.804, -1.469, -1.348)
H (3.040, 1.281, 0.518)

Forces on atoms 1 to 2 (eV/Å):
C -0.02 2.71 2.66
C -1.45 -2.93 -1.67

## Properties
maximum force	3.79	eV Å⁻¹
SMILES	CC(C)=CC(=O)O
relative energy (zero: lowest compared OMol25 entry of this formula, charge and spin)	102.4	kJ/mol
Kohn-Sham gap	10.49	eV
E	-9408.7704	eV

---

(2)
A structure of composition C30H50BrEuN3P2S. Source: the OMol25 dataset; level of theory: the ωB97M-V functional and the def2-TZVPD basis.

Cartesian coordinates (Å):
C (-0.614, 7.301, -4.779)
C (-0.794, 5.930, -5.036)
C (-1.099, 5.532, -6.351)
C (-1.218, 6.519, -7.340)
N (-1.047, 7.813, -7.076)
C (-0.754, 8.208, -5.840)
C (-0.675, 4.963, -3.975)
C (-0.580, 4.132, -3.086)
C (-0.465, 3.120, -2.085)
C (0.607, 3.160, -1.177)
C (0.778, 2.109, -0.252)
C (-0.067, 1.023, -0.368)
C (-1.228, 1.011, -1.124)
C (-1.412, 2.083, -2.027)
Eu (-0.724, -0.380, 1.597)
P (1.886, -0.935, 0.347)
H (-1.245, 4.483, -6.601)
H (-0.373, 7.656, -3.779)
H (-1.459, 6.233, -8.367)
H (-0.621, 9.277, -5.660)
H (-2.265, 2.115, -2.709)
H (1.300, 4.003, -1.221)
H (-1.977, 0.213, -1.059)
H (1.570, 2.160, 0.501)
C (2.367, -2.540, 1.131)
C (3.268, -3.458, 0.318)
H (1.414, -3.040, 1.370)
H (2.836, -2.280, 2.092)
H (3.497, -4.352, 0.908)
H (2.784, -3.798, -0.601)
H (4.224, -2.997, 0.056)
C (1.912, -1.264, -1.477)
C (2.960, -0.555, -2.325)
H (0.909, -0.965, -1.815)
H (1.975, -2.352, -1.610)
H (2.736, -0.752, -3.381)
H (2.948, 0.534, -2.183)
H (3.978, -0.924, -2.143)
C (3.384, 0.104, 0.655)
C (4.752, -0.569, 0.640)
H (3.204, 0.550, 1.648)
H (3.348, 0.927, -0.071)
H (5.511, 0.202, 0.826)
H (4.854, -1.324, 1.426)
H (5.003, -1.026, -0.324)
Br (-1.458, -2.988, 2.121)
P (-2.608, -3.466, -2.777)
C (-0.764, -3.563, -2.706)
C (-0.306, -5.011, -2.897)
H (-0.427, -3.158, -1.739)
H (-0.372, -2.921, -3.510)
H (0.760, -5.047, -3.151)
H (-0.455, -5.601, -1.985)
H (-0.861, -5.495, -3.711)
C (-3.047, -3.201, -1.011)
C (-4.445, -3.754, -0.727)
H (-2.986, -2.127, -0.776)
H (-2.297, -3.709, -0.388)
H (-4.577, -3.899, 0.351)
H (-5.224, -3.064, -1.073)
H (-4.597, -4.719, -1.226)
C (-2.851, -1.774, -3.470)
C (-3.081, -1.835, -4.984)
H (-1.976, -1.155, -3.224)
H (-3.732, -1.351, -2.965)
H (-3.517, -0.894, -5.338)
H (-2.143, -1.994, -5.528)
H (-3.771, -2.646, -5.247)
C (-1.751, -1.226, 7.840)
C (-0.646, -1.318, 6.806)
N (-0.928, -0.504, 5.605)
C (-0.173, 0.506, 5.159)
S (-0.547, 1.403, 3.752)
N (0.902, 0.859, 5.952)
C (0.595, 1.618, 7.200)
C (1.844, 1.696, 8.051)
H (-2.031, -0.189, 8.048)
H (-1.423, -1.683, 8.778)
H (-2.639, -1.767, 7.492)
H (0.324, -1.001, 7.203)
H (-0.548, -2.359, 6.472)
H (-1.742, -0.756, 5.036)
H (1.613, 1.363, 5.419)
H (0.249, 2.634, 6.940)
H (-0.218, 1.100, 7.721)
H (2.638, 2.241, 7.528)
H (1.621, 2.218, 8.985)
H (2.205, 0.692, 8.295)

Forces on atoms 1 to 2 (eV/Å):
C 0.11 0.23 -0.21
C 0.02 -0.06 0.12

## Properties
maximum force	2.82	eV Å⁻¹
spin multiplicity	8
relative energy (zero: lowest compared OMol25 entry of this formula, charge and spin)	71.7	kJ/mol
Kohn-Sham gap (alpha / beta)	4.17 / 2.48	eV
E	-155158.3737	eV
net charge	+2

---

(3)
The molecule C4H6O2S. Source: the OMol25 dataset; level of theory: the ωB97M-V functional and the def2-TZVPD basis.

Cartesian coordinates (Å):
C (0.669, 1.365, 0.069)
C (0.539, -1.431, -0.129)
C (-0.893, 0.692, 0.129)
C (-0.811, -0.750, 0.135)
O (2.672, -0.031, 0.943)
O (-1.103, -0.014, 1.337)
S (1.911, -0.010, -0.293)
H (0.775, 2.096, -0.624)
H (1.086, 1.802, 0.928)
H (1.059, -2.037, 0.648)
H (0.621, -1.824, -1.062)
H (-1.785, 1.153, -0.354)
H (-1.472, -1.438, -0.345)

Forces on atoms 1 to 2 (eV/Å):
C -2.82 -3.87 -0.13
C 1.98 3.60 3.37

## Properties
maximum force	5.32	eV Å⁻¹
relative energy (zero: lowest compared OMol25 entry of this formula, charge and spin)	325.9	kJ/mol
Kohn-Sham gap	9.52	eV
E	-19171.9292	eV

---

(4)
The molecule C26H29N3O5. Source: the OMol25 dataset; level of theory: the ωB97M-V functional and the def2-TZVPD basis.

Cartesian coordinates (Å):
C (-1.521, -0.907, -3.435)
C (-0.999, -2.335, -3.437)
O (-0.193, -2.580, -2.280)
C (-0.790, -3.092, -1.206)
O (-1.940, -3.439, -1.162)
C (0.194, -3.171, -0.046)
C (-0.356, -4.036, 1.095)
C (0.055, -3.475, 2.458)
C (1.455, -2.887, 2.380)
N (1.460, -1.741, 1.484)
C (2.391, -0.780, 1.687)
O (3.232, -0.878, 2.565)
C (2.310, 0.434, 0.813)
C (1.191, 1.219, 0.836)
C (1.163, 2.411, 0.064)
N (0.038, 3.195, 0.041)
C (-1.269, 2.730, 0.158)
C (-2.288, 3.567, 0.595)
C (-3.574, 3.077, 0.728)
C (-3.897, 1.754, 0.450)
O (-5.162, 1.236, 0.596)
C (-6.184, 2.078, 1.065)
C (-2.875, 0.906, -0.017)
O (-2.967, -0.408, -0.368)
C (-4.166, -1.143, -0.239)
C (-1.595, 1.420, -0.174)
N (2.204, 2.853, -0.602)
C (3.331, 2.112, -0.614)
C (4.439, 2.592, -1.339)
C (5.590, 1.857, -1.412)
C (5.687, 0.617, -0.764)
C (4.629, 0.125, -0.047)
C (3.435, 0.860, 0.053)
C (0.467, -1.737, 0.433)
H (-0.693, -0.202, -3.439)
H (-2.132, -0.740, -4.317)
H (-2.123, -0.735, -2.546)
H (-0.344, -2.517, -4.292)
H (-1.829, -3.049, -3.444)
H (1.130, -3.578, -0.437)
H (0.017, -5.055, 0.984)
H (-1.444, -4.071, 1.016)
H (-0.640, -2.697, 2.775)
H (0.033, -4.265, 3.209)
H (2.164, -3.645, 2.022)
H (1.804, -2.541, 3.356)
H (0.346, 0.974, 1.460)
H (0.176, 4.127, -0.324)
H (-2.078, 4.598, 0.834)
H (-4.342, 3.752, 1.069)
H (-6.363, 2.916, 0.384)
H (-5.964, 2.462, 2.067)
H (-7.075, 1.454, 1.108)
H (-3.901, -2.153, -0.550)
H (-4.520, -1.155, 0.793)
H (-4.952, -0.748, -0.886)
H (-0.849, 0.759, -0.583)
H (4.343, 3.546, -1.835)
H (6.436, 2.228, -1.971)
H (6.604, 0.052, -0.832)
H (4.704, -0.821, 0.467)
H (0.835, -1.141, -0.406)
H (-0.477, -1.301, 0.785)

Forces on atoms 1 to 2 (eV/Å):
C 0.20 -0.35 0.15
C -0.44 0.09 -0.37

## Properties
maximum force	0.71	eV Å⁻¹
SMILES	CCOC(=O)[C@@H]1CCCN(C(=O)c2cc(Nc3ccc(OC)c(OC)c3)nc3ccccc23)C1
relative energy (zero: lowest compared OMol25 entry of this formula, charge and spin)	115.1	kJ/mol
Kohn-Sham gap	7.92	eV
E	-42141.2340	eV

---

(5)
The ion C2H9NO4P with charge +1. Source: the OMol25 dataset; level of theory: the ωB97M-V functional and the def2-TZVPD basis.

Cartesian coordinates (Å):
C (2.663, -0.089, -0.200)
O (1.439, 0.103, 0.564)
P (0.043, -0.368, 0.018)
O (-0.231, -0.333, -1.462)
C (-1.254, 0.764, 0.708)
N (-1.440, 1.609, -0.462)
O (-0.117, -1.958, 0.676)
O (-1.347, -2.664, 0.513)
H (2.425, -0.935, -0.793)
H (3.367, -0.273, 0.548)
H (2.813, 0.815, -0.748)
H (-0.977, 1.306, 1.627)
H (-2.186, 0.265, 0.935)
H (-0.624, 2.259, -0.447)
H (-2.377, 2.093, -0.635)
H (-1.077, 1.033, -1.377)
H (-1.120, -3.627, 0.535)

Forces on atoms 1 to 2 (eV/Å):
C -1.61 0.02 -0.06
O -2.21 0.08 0.43

## Properties
maximum force	3.62	eV Å⁻¹
SMILES	CO[P@](=O)(C[NH3+])OO
relative energy (zero: lowest compared OMol25 entry of this formula, charge and spin)	210.6	kJ/mol
Kohn-Sham gap	10.76	eV
E	-21180.2842	eV
net charge	+1

---

(6)
The molecule C4H6O. Source: the OMol25 dataset; level of theory: the ωB97M-V functional and the def2-TZVPD basis.

Cartesian coordinates (Å):
C (-0.861, 0.777, -0.285)
C (0.470, 0.237, 0.209)
C (1.417, -0.531, -0.594)
C (0.599, 1.304, 1.197)
O (0.328, 1.729, 2.269)
H (-0.929, 1.149, -1.253)
H (-1.342, 1.539, 0.423)
H (-1.448, -0.071, -0.150)
H (1.466, -0.310, -1.671)
H (1.054, -1.518, -0.522)
H (2.480, -0.468, -0.083)

Forces on atoms 1 to 2 (eV/Å):
C -0.78 0.19 1.99
C -0.17 6.17 3.03

## Properties
maximum force	6.88	eV Å⁻¹
SMILES	CC(C)=C=O
relative energy (zero: lowest compared OMol25 entry of this formula, charge and spin)	196.2	kJ/mol
Kohn-Sham gap	8.68	eV
E	-6289.8847	eV

---

(7)
The ion C4H12FN2 with charge +1. Source: the OMol25 dataset; level of theory: the ωB97M-V functional and the def2-TZVPD basis.

Cartesian coordinates (Å):
C (-2.165, -1.043, -0.027)
N (-0.743, -0.786, -0.340)
C (-0.015, 0.038, 0.692)
N (-0.554, 1.352, 0.528)
C (1.567, -0.230, 0.529)
C (2.233, 0.544, -0.670)
F (1.630, -1.573, 0.320)
H (-2.423, -1.725, -0.816)
H (-2.394, -1.320, 0.903)
H (-2.856, -0.063, -0.135)
H (-0.770, -0.464, -1.307)
H (-0.174, -1.744, -0.482)
H (-0.423, -0.239, 1.615)
H (-0.477, 1.645, -0.445)
H (-0.055, 2.110, 0.954)
H (1.986, -0.099, 1.433)
H (3.295, 0.342, -0.584)
H (2.089, 1.557, -0.533)
H (2.153, 0.024, -1.602)

Forces on atoms 1 to 2 (eV/Å):
C -1.61 3.48 -4.17
N 1.45 -2.90 0.17

## Properties
maximum force	5.66	eV Å⁻¹
SMILES	C[NH2+][C@H](N)[C@H](C)F
relative energy (zero: lowest compared OMol25 entry of this formula, charge and spin)	29.6	kJ/mol
Kohn-Sham gap	11.20	eV
E	-10032.1721	eV
net charge	+1

---

(8)
A structure of composition C38H54F6Mn2N5O33S2. Source: the OMol25 dataset; level of theory: the ωB97M-V functional and the def2-TZVPD basis.

Cartesian coordinates (Å):
Mn (-1.402, 2.880, -1.199)
Mn (-1.262, 1.735, 2.177)
C (-1.939, -0.044, -3.628)
F (-2.563, -1.160, -3.840)
F (-1.062, -0.215, -2.656)
F (-1.277, 0.311, -4.716)
S (-3.165, 1.348, -3.100)
O (-4.354, 1.299, -3.994)
O (-3.453, 1.201, -1.684)
N (-2.217, 2.818, -3.023)
S (-2.666, 3.684, -4.229)
O (-2.248, 3.170, -5.491)
O (-4.036, 4.156, -3.998)
C (-1.514, 5.269, -3.925)
F (-1.731, 5.653, -2.660)
F (-0.255, 4.699, -3.960)
F (-1.671, 6.224, -4.860)
O (-2.648, 3.037, 2.812)
H (-3.065, 2.744, 3.645)
O (-1.174, 1.439, 0.205)
H (-1.058, 0.478, 0.074)
N (-3.887, 4.850, -0.268)
O (-4.382, 5.004, 0.881)
O (-4.359, 5.589, -1.101)
O (-3.059, 3.973, -0.476)
N (-0.313, 4.496, 1.384)
O (-0.266, 4.303, 0.216)
O (-1.064, 5.291, 1.909)
O (0.062, 3.481, 1.976)
C (-1.923, -3.945, -2.334)
C (-2.342, -5.438, -2.366)
C (-1.128, -6.361, -2.228)
O (-1.548, -7.177, -1.090)
C (-2.783, -6.939, -0.773)
O (-3.401, -7.522, 0.050)
O (-3.229, -5.797, -1.320)
H (-2.772, -3.269, -2.230)
H (-1.394, -3.626, -3.232)
H (-1.278, -3.665, -1.501)
H (-2.852, -5.702, -3.293)
H (-0.212, -5.779, -2.125)
H (-1.055, -6.914, -3.165)
C (2.684, -1.821, 5.898)
C (2.024, -0.486, 6.160)
C (2.874, 0.554, 5.535)
O (2.088, 1.121, 4.437)
C (1.014, 0.497, 4.294)
O (0.081, 0.826, 3.520)
O (0.918, -0.417, 5.263)
H (2.707, -2.216, 4.883)
H (2.410, -2.474, 6.727)
H (3.723, -1.556, 6.093)
H (1.697, -0.113, 7.131)
H (3.703, 0.143, 4.959)
H (3.325, 1.253, 6.240)
C (-6.887, 1.686, -0.552)
C (-6.152, 0.840, 0.519)
C (-5.452, 1.747, 1.589)
O (-6.301, 1.798, 2.655)
C (-7.214, 0.823, 2.599)
O (-7.910, 0.557, 3.518)
O (-7.130, 0.220, 1.359)
H (-6.982, 1.027, -1.415)
H (-6.274, 2.532, -0.862)
H (-7.917, 1.914, -0.279)
H (-5.618, -0.008, 0.089)
H (-5.225, 2.662, 1.043)
H (-4.583, 1.128, 1.812)
C (3.303, -0.205, -4.923)
C (3.300, 0.486, -3.529)
C (3.917, 1.839, -3.403)
O (2.747, 2.546, -2.976)
C (1.686, 1.789, -2.668)
O (0.598, 2.211, -2.397)
O (1.968, 0.518, -3.155)
H (4.296, -0.645, -5.016)
H (3.213, 0.394, -5.828)
H (2.641, -1.071, -4.886)
H (3.742, -0.236, -2.843)
H (4.449, 2.184, -4.289)
H (4.754, 1.777, -2.707)
C (2.946, 6.810, 0.700)
C (3.639, 5.424, 0.577)
C (3.085, 4.238, -0.199)
O (4.201, 3.811, -0.961)
C (5.237, 4.541, -0.763)
O (6.406, 4.333, -1.177)
O (4.941, 5.563, 0.131)
H (3.404, 7.660, 0.194)
H (2.993, 7.169, 1.728)
H (1.886, 6.830, 0.451)
H (3.738, 5.065, 1.602)
H (2.265, 4.616, -0.810)
H (2.689, 3.528, 0.527)
C (-5.457, -2.947, 2.502)
C (-4.097, -3.089, 1.912)
C (-3.870, -2.688, 0.415)
O (-2.962, -1.625, 0.491)
C (-2.800, -1.215, 1.816)
O (-2.268, -0.185, 2.156)
O (-3.169, -2.242, 2.600)
H (-5.615, -3.692, 3.282)
H (-6.106, -3.155, 1.652)
H (-5.571, -1.920, 2.850)
H (-3.882, -4.151, 2.035)
H (-4.715, -2.325, -0.170)
H (-3.330, -3.431, -0.172)
C (6.903, 1.288, 2.016)
C (6.061, 1.312, 0.702)
C (5.890, -0.042, 0.100)
O (4.519, -0.187, 0.231)
C (3.901, 0.944, 0.508)
O (2.647, 0.985, 0.421)
O (4.739, 1.832, 1.026)
H (7.813, 0.760, 1.729)
H (6.589, 0.733, 2.899)
H (7.115, 2.307, 2.339)
H (6.496, 1.959, -0.060)
H (6.478, -0.854, 0.528)
H (6.133, -0.078, -0.962)
N (2.367, -1.939, -1.316)
C (1.457, -2.552, -2.165)
C (1.929, -3.895, -2.320)
C (3.011, -4.095, -1.412)
C (3.328, -2.835, -0.921)
H (2.333, -0.947, -1.126)
H (0.672, -1.922, -2.555)
H (1.399, -4.676, -2.845)
H (3.510, -5.024, -1.174)
H (4.129, -2.601, -0.236)
N (1.173, -4.809, 0.825)
C (0.006, -4.823, 1.567)
C (0.028, -6.049, 2.307)
C (1.203, -6.664, 2.103)
C (1.893, -5.978, 1.110)
H (1.481, -4.209, 0.073)
H (-0.752, -4.056, 1.503)
H (-0.641, -6.408, 3.075)
H (1.526, -7.567, 2.599)
H (2.810, -6.243, 0.605)

Forces on atoms 1 to 2 (eV/Å):
Mn 0.20 0.71 2.50
Mn -0.85 2.21 0.52

## Properties
maximum force	8.57	eV Å⁻¹
spin multiplicity	11
Kohn-Sham gap (alpha / beta)	5.59 / 5.65	eV
E	-215907.4498	eV
net charge	-1